Entry 1:
C48H43F3GeInN6O3S4Te | ωB97M-V/def2-TZVPD

The geometry in ORCA input format:
```
! RIJCOSX wB97M-V def2-TZVPD def2/J DEFGRID3
* xyz 0 2
Te -2.62415 -2.28543 -0.31218
In -0.30116 1.24425 0.17671
Ge 2.05500 0.63507 -2.10086
S -0.76420 -2.10035 -1.77623
S -5.52356 -2.30616 -1.87250
S 1.39741 -3.79563 -2.70935
S -2.12468 3.72358 1.25221
F 2.18420 2.72172 2.03622
F 0.72197 1.78880 3.33457
F 2.80054 1.90012 3.93885
O -0.31584 -4.48257 -0.81158
O 2.92020 -0.49346 2.77169
O 1.66540 0.23339 1.05955
N -2.62472 1.10912 -2.15737
N 0.16591 5.05328 1.89578
N -3.60088 -1.65050 6.29092
N -0.85897 4.31012 3.62728
N -2.09818 -3.29813 6.17392
N -1.07327 -0.42131 2.05487
C -2.85207 -3.55935 7.30129
C -1.79484 3.60642 4.48419
C 5.11040 -2.06580 -3.11381
C -0.86158 -1.99993 3.82529
C -2.80160 -4.57660 8.25026
C -0.93183 4.36501 2.27698
C 1.81424 3.48069 -1.45795
C 1.12252 -0.09267 -4.75834
C 3.43980 4.82826 -0.30240
C 1.63081 0.95701 -3.98436
C -3.95828 -2.99138 -1.74969
C -2.73401 -0.51896 3.76841
C 2.62885 2.35004 -1.34093
C -2.99119 4.89593 -4.18142
C -3.78266 -2.51942 7.35810
C 0.77524 0.09784 -6.08788
C 3.84461 2.48347 -0.67122
C 2.23534 0.33068 2.18924
C 4.91920 -2.13832 -0.72124
C 3.89382 -1.20314 -0.76900
C 2.00750 1.69333 2.89088
C 0.12792 -3.62626 -1.70353
C -5.97047 -3.36781 -3.13165
C -1.87174 1.40647 -3.21451
C -2.05034 -1.55969 4.38983
C 3.47240 -0.68056 -1.99552
C -2.60116 -2.14978 5.62171
C 0.93334 5.41278 2.98386
C -3.72911 -4.51189 9.26993
C -2.20755 0.01705 2.61014
C -3.67019 3.24997 -2.39854
C 4.24352 3.70724 -0.14924
C 0.35982 -5.74250 -0.68914
C -3.51235 2.02552 -1.77376
C 4.08731 -1.12976 -3.16594
C 0.93025 1.34642 -6.67588
C 1.44388 2.39500 -5.92755
C -0.41035 -1.40114 2.65968
C 2.22468 4.71353 -0.96612
C -4.67268 -3.47089 9.34431
C 1.78675 2.20294 -4.59442
C -1.95534 2.60722 -3.90338
C -2.87076 3.56666 -3.49113
C 0.28804 4.95138 4.07067
C 5.52734 -2.57130 -1.89078
C -4.71129 -2.46898 8.39814
C -3.78669 -3.98693 -2.66728
C -4.94382 -4.19783 -3.46680
H -0.26511 -2.78276 4.27352
H -2.55739 3.16371 3.84891
H -2.07716 -5.37794 8.19573
H -2.39379 4.92431 -5.09155
H -0.26422 -6.32692 -0.02046
H 6.32390 -3.30379 -1.85091
H 0.99598 -1.07602 -4.31910
H 1.60720 5.59216 -1.12615
H 0.52594 -1.70148 2.20106
H 0.42734 5.14150 0.92726
H 4.49150 1.62143 -0.55570
H 5.57976 -2.40229 -4.02994
H 3.77165 -0.74494 -4.12770
H 1.35087 -5.58547 -0.26609
H 0.45420 -6.21861 -1.66327
H -5.43396 -1.66604 8.44789
H 3.40815 -0.89744 0.14765
H 0.85573 3.41034 -1.96476
H -1.27127 2.82244 5.02898
H -5.00635 -4.93662 -4.25219
H -2.71030 0.83291 2.10030
H 0.66104 1.49741 -7.71346
H -1.15470 0.65504 -3.52581
H -5.37906 -3.46100 10.16332
H -3.73078 -5.28005 10.03173
H 5.23549 -2.53283 0.23637
H 5.18975 3.78639 0.37099
H -2.86694 -4.54475 -2.77227
H 1.58240 3.36857 -6.38219
H -3.65361 -0.14658 4.19681
H -4.02841 5.10726 -4.44340
H -6.95571 -3.32035 -3.56498
H 3.76502 5.78742 0.08150
H 0.53802 5.00848 5.11395
H -4.11905 1.77226 -0.91006
H -4.40035 3.95657 -2.02351
H 2.19950 3.03404 -4.03704
H -2.26012 4.30184 5.18129
H 0.38362 -0.73054 -6.66489
H -1.29988 2.78322 -4.74769
H -2.65122 5.69961 -3.52566
H -1.35062 -3.85969 5.81003
H 1.86433 5.93813 2.88538
*
```

Output
HOMO level (spin up / spin down), Eh: -0.2333 / -0.2685
LUMO energy (spin up / spin down), eV: -0.296 / -0.823
Kohn-Sham gap (spin up / spin down), eV: 6.1 / 6.5

---

Entry 2:
C48H43FeN5P2S2 | ωB97M-V/def2-TZVPD

The geometry in ORCA input format:
```
! RIJCOSX wB97M-V def2-TZVPD def2/J DEFGRID3
* xyz 1 6
Fe 2.76946 -1.86885 0.31818
S 4.32876 -3.15255 1.63768
S -0.68154 -3.55955 -2.44342
P -1.10934 2.80535 -3.04602
P -0.46164 0.53465 -0.61632
N 1.51486 -3.05865 -1.18132
N 3.35026 -5.00455 3.32448
N 1.99856 -3.21445 2.95998
N 1.70236 -2.16395 2.19788
N 1.06406 -0.19075 0.48568
C 1.85716 1.05405 -3.91122
C 0.87976 -1.21355 2.67288
C -1.14214 -2.01455 0.36308
C -0.52604 1.77875 0.84418
C 2.03766 -5.25695 -0.20112
C -3.38144 -2.83745 0.62898
C 0.62336 -2.50805 -1.95322
C 1.62566 -6.56125 -0.04262
C -1.20414 3.76965 3.12478
C 4.63536 -5.61445 3.57248
C -1.61404 1.42755 -1.87082
C -0.03744 3.20495 3.45698
C -2.01464 -3.02185 0.73388
C 0.74776 2.62075 1.12048
C 0.68966 4.72555 -2.12582
C -0.55444 4.14415 -1.90972
C 1.07186 5.85445 -1.42182
C 1.20646 1.16875 -2.69572
C 0.03986 -4.84395 -1.51122
C 0.42556 -7.00315 -0.59952
C -3.86384 -1.61935 0.18818
C -5.15964 3.65665 -3.44332
C 1.54726 -1.31205 -3.81402
C -2.75704 3.58585 -3.34712
C -3.98564 2.94365 -3.25402
C 1.97866 2.06315 0.49848
C 0.88666 -1.20645 -2.58472
C -3.90034 5.64555 -3.88142
C -1.41164 4.71395 -0.97382
C 2.10026 0.76445 0.24118
C -0.37814 -6.15535 -1.33712
C 1.99476 -0.19485 -4.49272
C 0.66116 2.20645 2.61648
C -2.03384 3.42245 1.99648
C 0.65486 0.06295 -2.04752
C -2.99284 -0.60655 -0.16982
C 4.80006 -5.87415 5.06368
C 0.58216 -0.17915 1.81758
C -1.02164 5.82515 -0.25232
C 3.12766 -3.82625 2.72338
C -1.78414 2.55045 1.01118
C 0.21496 6.40645 -0.48502
C -1.61214 -0.79315 -0.11422
C -5.12294 5.00785 -3.73772
C -2.72984 4.93435 -3.70712
C -0.22994 1.01205 2.15278
C 0.33256 -1.28985 4.06618
C 1.22886 -4.37875 -0.92102
H 1.15586 2.12645 -2.19332
H -6.04274 5.55885 -3.85932
H -1.08654 0.78315 2.78618
H 5.40606 -4.94165 3.18908
H 0.48936 -0.35715 4.60098
H 1.70636 -2.29585 -4.23202
H -2.40564 4.31695 -0.83832
H 2.98786 -4.90885 0.17768
H -1.88964 0.60515 -2.55282
H -1.69624 6.25705 0.47278
H 0.13786 -8.03585 -0.47742
H -0.73614 -1.49745 4.04158
H -1.77694 5.43295 -3.82442
H -1.62054 4.51335 3.78968
H 2.59386 -5.33095 3.91138
H -3.41994 0.32885 -0.48582
H 1.34756 4.31705 -2.88042
H 5.69116 -6.46515 5.25088
H -6.11014 3.15295 -3.34542
H -1.61444 -3.95215 1.10538
H -2.52854 1.78235 -1.39822
H -4.06644 -3.62675 0.89058
H 2.80186 2.74235 0.33438
H 1.61396 1.90705 3.05158
H -3.86034 6.69965 -4.11242
H -0.08304 -2.18995 0.44908
H -3.00604 3.89835 1.99748
H -2.59724 2.33315 0.34348
H 0.83066 -2.09605 4.59578
H 0.49706 7.30265 0.04448
H 2.02386 6.32145 -1.62712
H 2.24506 -7.25335 0.50738
H -4.92704 -1.45165 0.11918
H 2.22476 1.93835 -4.40992
H -1.29924 -6.49595 -1.77792
H 3.00236 0.37025 -0.26412
H 0.65236 3.68895 0.92528
H 2.46816 -0.30465 -5.45652
H 0.44526 3.50065 4.37798
H 4.87566 -4.93785 5.60958
H -4.04214 1.88645 -3.03192
H 4.70416 -6.56375 3.02758
H 3.93966 -6.42465 5.44358
*
```

Output
HOMO level (spin up / spin down), Eh: -0.3430 / -0.3760
LUMO energy (spin up / spin down), eV: -2.265 / -3.273
Kohn-Sham gap (spin up / spin down), eV: 7.1 / 7.0

---

The records above give, respectively, relative energy (zero: lowest compared OMol25 entry of this formula, charge and spin) values of 0.0 61.2 kcal per mole.